Below is the molecule C13H18NP at a distorted geometry, with properties calculated with the ωB97M-V functional and the def2-TZVPD basis.

Properties
Kohn-Sham gap (spin up / spin down): 7.7 / 6.8 eV
Multiplicity: 1
HOMO level (spin up / spin down): -8.214 / -7.383 eV

Each line ends with the Mulliken charge.
Positions of all 33 atoms, in Å:
P  -0.91  -0.20  -0.95  -0.073
N  1.43  0.21  0.22  -0.507
C  -4.69  0.44  1.49  -0.469
C  2.36  2.12  -1.05  -1.836
C  -2.37  0.21  0.10  0.693
C  -0.73  -1.68  0.03  -0.337
C  2.24  -0.27  -2.09  -1.570
C  3.92  0.30  -0.24  -1.349
C  1.52  -1.02  0.91  -0.009
C  0.25  -1.80  0.87  -0.866
C  -4.71  0.36  0.10  -0.334
C  -3.51  0.39  2.17  -0.546
C  2.40  0.53  -0.80  1.391
C  -3.54  0.26  -0.58  -0.643
C  -2.27  0.24  1.54  -0.465
H  2.97  2.48  -1.82  0.489
H  1.24  2.21  -1.36  0.294
H  2.38  -1.73  0.53  0.357
H  -5.63  0.21  -0.47  0.318
H  -1.36  0.04  2.02  0.532
H  2.45  2.55  -0.12  0.520
H  2.99  -0.21  -2.83  0.450
H  -1.53  -2.41  -0.02  0.496
H  4.49  1.16  -0.62  0.397
H  -3.67  0.09  -1.66  0.248
H  4.30  -0.59  -0.74  0.366
H  1.84  -0.90  2.10  0.222
H  -5.69  0.54  1.91  0.341
H  1.24  -0.08  -2.42  0.382
H  0.18  -2.67  1.49  0.377
H  -3.63  0.47  3.21  0.393
H  3.84  -0.01  0.82  0.305
H  2.21  -1.27  -1.73  0.434

***

Below is the molecule C6H12O, with properties calculated with the ωB97M-V functional and the def2-TZVPD basis.

Properties
Kohn-Sham gap: 10.6 eV
Multiplicity: 1
HOMO level: -9.755 eV
SMILES string: C=CC(C)(C)CO

Each line ends with the Mulliken charge.
Positions of all 19 atoms, in Å:
O  2.15  0.12  0.96  -0.519
C  0.47  -0.95  -1.13  -1.635
C  -1.47  0.10  0.06  -0.539
C  0.38  1.52  -0.81  -1.978
C  0.75  0.03  1.16  -0.766
C  -2.13  -0.96  0.48  -0.836
C  0.02  0.17  -0.19  1.893
H  0.24  -1.93  -0.71  0.383
H  1.46  1.59  -0.94  0.410
H  -1.64  -1.91  0.67  0.240
H  -0.10  1.63  -1.78  0.465
H  0.41  0.82  1.84  0.398
H  -2.01  1.02  -0.12  0.298
H  -3.19  -0.94  0.64  0.274
H  -0.03  -0.86  -2.09  0.390
H  0.49  -0.94  1.61  0.398
H  0.06  2.34  -0.17  0.433
H  1.55  -0.89  -1.28  0.390
H  2.59  0.05  1.81  0.304

***

Below is a cluster of 2 separate species, C4H8NO in total at a distorted geometry, with properties calculated with the ωB97M-V functional and the def2-TZVPD basis.

Properties
Total charge: +1
Kohn-Sham gap (spin up / spin down): 5.4 / 5.7 eV
Multiplicity: 1
HOMO level (spin up / spin down): -13.587 / -13.852 eV

Each line ends with the Mulliken charge.
Positions of all 14 atoms, in Å:
O  -2.21  0.44  -0.48  -0.154
N  1.34  0.17  -0.03  0.121
C  -3.06  0.13  0.54  -0.417
C  0.35  -0.49  -0.40  0.213
C  2.05  1.28  0.42  -0.644
C  1.41  -1.41  0.11  -0.502
H  1.24  2.06  0.44  0.317
H  -3.79  -0.68  0.20  0.287
H  -3.62  1.11  0.64  0.308
H  2.24  1.08  1.48  0.319
H  2.96  1.63  -0.10  0.276
H  2.04  -2.01  -0.41  0.301
H  -2.83  0.07  1.59  0.320
H  1.29  -1.74  1.07  0.255

***

Below is a cluster of 2 separate species, C3H2Cl2O2 in total at a distorted geometry, with properties calculated with the ωB97M-V functional and the def2-TZVPD basis.

Properties
Kohn-Sham gap: 9.8 eV
Multiplicity: 1
HOMO level: -9.301 eV
SMILES string: O=C(Cl)Cl.C=C=O

Each line ends with the Mulliken charge.
Positions of all 9 atoms, in Å:
Cl  -2.86  -4.37  -1.66  -0.120
Cl  -2.50  -2.53  0.50  -0.099
O  -2.55  0.94  -0.15  -0.362
O  -1.22  -2.37  -1.73  -0.317
C  -1.43  0.66  -0.05  0.761
C  -2.02  -2.96  -1.10  0.538
C  -0.18  0.38  0.08  -0.910
H  0.51  0.55  -0.72  0.251
H  0.19  -0.10  0.96  0.257

***

Below is the ion C4H8NO with charge +1 at a distorted geometry, with properties calculated with the ωB97M-V functional and the def2-TZVPD basis.

Properties
Total charge: +1
Kohn-Sham gap: 9.7 eV
Multiplicity: 1
HOMO level: -16.482 eV
SMILES string: C[C@@H]1CC[N+]1=O

Each line ends with the Mulliken charge.
Positions of all 14 atoms, in Å:
O  2.04  -0.73  0.14  -0.284
N  1.13  0.02  0.27  0.537
C  -0.49  -1.69  -0.17  -1.247
C  0.72  1.69  0.00  -0.261
C  -0.68  1.06  -0.35  -0.497
C  -0.23  -0.29  0.35  0.153
H  0.71  2.21  0.98  0.266
H  -1.62  1.41  0.08  0.344
H  0.18  -2.43  0.41  0.370
H  -0.79  0.87  -1.37  0.315
H  -1.51  -1.87  0.25  0.339
H  1.48  2.08  -0.71  0.308
H  -0.21  -1.99  -1.16  0.394
H  -0.75  -0.35  1.28  0.264

***

Below is a cluster of 2 separate species, C6H15NO in total, with properties calculated with the ωB97M-V functional and the def2-TZVPD basis.

Properties
Kohn-Sham gap: 10.2 eV
Multiplicity: 1
HOMO level: -9.254 eV
SMILES string: CCC=O.CCCN

Each line ends with the Mulliken charge.
Positions of all 23 atoms, in Å:
O  1.39  -0.96  1.21  -0.485
N  -1.64  1.57  -0.54  -0.610
C  -1.68  0.58  0.53  -0.638
C  2.06  0.90  -0.16  -0.099
C  -2.02  -0.84  0.08  -0.216
C  -1.83  -1.85  1.20  -1.114
C  3.23  0.79  -1.14  -1.298
C  1.52  -0.47  0.12  0.024
H  4.04  0.21  -0.70  0.339
H  2.92  0.32  -2.07  0.373
H  -0.80  -1.86  1.54  0.246
H  1.25  1.50  -0.61  0.216
H  -3.05  -0.87  -0.28  0.365
H  -1.04  1.24  -1.29  0.222
H  2.37  1.37  0.77  0.272
H  -2.46  -1.59  2.05  0.316
H  1.26  -1.04  -0.79  0.297
H  -2.11  -2.85  0.87  0.338
H  -2.41  0.92  1.27  0.410
H  -2.57  1.68  -0.94  0.255
H  -0.70  0.59  1.01  0.232
H  3.62  1.78  -1.37  0.351
H  -1.36  -1.12  -0.76  0.206

***

Below is a cluster of 6 separate species, C16H18F5NO17 in total at a distorted geometry, with properties calculated with the ωB97M-V functional and the def2-TZVPD basis.

Properties
Kohn-Sham gap: 9.6 eV
Multiplicity: 1
HOMO level: -10.598 eV
SMILES string: O=C1OC[C@@H](F)O1.O=C1OC[C@@H](F)O1.O=C1OC[C@@H](F)O1.O=C1OC[C@@H](F)O1.O=C1OC[C@@H](F)O1.C[N+](=O)[O-]

Each line ends with the Mulliken charge.
Positions of all 57 atoms, in Å:
F  -2.76  2.55  -2.96  -0.341
F  3.04  0.79  0.92  -0.283
F  -2.60  0.05  2.04  -0.300
F  -1.84  5.27  5.00  -0.292
F  -0.32  -2.59  -5.04  -0.292
O  -2.77  0.56  -3.90  -0.335
O  0.67  -5.26  -3.20  -0.341
O  -1.10  -0.85  -0.33  0.082
O  -1.04  1.15  -5.19  -0.351
O  -2.55  -2.13  -1.42  -0.556
O  1.10  -6.73  -4.93  -0.558
O  -2.08  3.26  4.27  -0.272
O  -2.50  -0.33  -6.04  -0.555
O  2.93  -1.17  3.97  -0.529
O  -2.46  -1.96  0.93  -0.396
O  -0.09  -4.80  -5.29  -0.331
O  -0.81  2.26  2.67  -0.504
O  0.03  3.18  4.54  -0.313
O  0.82  -0.56  3.47  -0.431
O  0.97  -0.79  -2.61  -0.491
O  2.01  -0.33  -0.65  -0.045
O  2.66  0.68  -2.42  -0.326
N  1.91  -0.46  4.10  0.829
C  -1.81  -1.00  1.83  0.348
C  -2.14  -1.61  -0.38  0.479
C  0.66  -5.66  -4.48  0.576
C  1.89  -0.31  -1.95  0.628
C  -1.83  3.98  5.39  0.221
C  -0.97  2.80  3.77  0.646
C  -0.45  3.52  5.81  -0.378
C  -0.64  -0.64  0.93  -0.633
C  -0.64  -3.78  -4.45  0.376
C  -2.15  0.42  -5.14  0.687
C  3.18  0.25  -0.28  0.169
C  -2.06  1.41  -3.15  1.135
C  1.95  0.61  5.13  -0.584
C  -0.83  1.76  -3.96  0.021
C  0.20  -3.93  -3.12  0.112
C  3.34  1.28  -1.40  -0.420
H  0.96  1.08  5.05  -0.024
H  0.23  -1.27  1.16  0.307
H  4.34  1.62  -1.66  0.280
H  -0.45  -3.81  -2.26  0.124
H  2.73  1.36  5.03  0.312
H  -0.40  2.59  6.37  0.309
H  1.93  0.18  6.13  0.352
H  -1.46  -1.33  2.80  0.388
H  -0.60  2.82  -4.11  0.311
H  0.03  1.37  -3.43  -0.301
H  -1.72  -3.84  -4.33  0.271
H  -2.58  3.95  6.17  0.329
H  0.06  4.40  6.22  0.310
H  4.13  -0.29  -0.28  0.208
H  -0.20  0.34  1.11  0.360
H  1.00  -3.19  -3.17  0.012
H  -1.76  0.96  -2.21  -0.288
H  2.84  2.19  -1.06  0.290

***

Below is a structure of composition C49H46AsCaF6N2P4S6 at a distorted geometry, with properties calculated with the ωB97M-V functional and the def2-TZVPD basis.

Properties
Total charge: -2
Kohn-Sham gap (spin up / spin down): 5.9 / 5.1 eV
Expectation value of S²: 0.76
Multiplicity: 2
HOMO level (spin up / spin down): -2.367 / -2.235 eV

Each line ends with the Mulliken charge.
Positions of all 115 atoms, in Å:
As  2.27  -4.86  0.24  0.511
Ca  1.77  -1.07  -0.16  0.825
S  1.67  -6.47  1.52  -0.367
S  4.08  -5.42  -0.75  -0.489
S  -5.75  -0.23  3.69  -0.173
S  0.73  -4.61  -1.23  -0.383
S  5.94  -2.63  -2.44  -0.184
S  2.55  -3.09  1.44  -0.400
P  1.42  2.11  -2.15  1.552
P  3.47  1.25  1.95  2.150
P  -0.24  0.34  1.66  0.478
P  -1.16  -2.20  0.80  1.104
F  2.32  1.60  0.83  -0.647
F  4.61  0.91  3.04  -0.411
F  2.71  2.22  3.01  -0.447
F  2.58  0.00  2.48  -0.375
F  4.19  0.28  0.85  -0.351
F  4.35  2.50  1.42  -0.338
N  -1.60  -0.70  1.53  0.735
N  3.58  -2.02  -1.72  1.306
C  0.39  -0.62  -5.02  -1.031
C  1.78  5.11  -4.99  -0.654
C  -4.21  -1.96  -1.98  -0.721
C  -1.86  2.82  -1.18  -0.400
C  -4.19  -3.24  -2.51  -0.685
C  4.09  1.20  -2.60  -0.630
C  -4.07  -0.13  4.39  -1.056
C  4.80  -1.98  -1.32  -0.653
C  3.46  -2.59  -2.94  -1.245
C  -1.46  2.53  4.98  -0.767
C  6.00  2.39  -1.75  -0.701
C  -0.63  -3.56  3.11  -0.515
C  -2.87  -0.41  2.17  -1.194
C  0.16  -1.65  -2.87  -0.381
C  -0.12  3.34  -4.08  -0.137
C  -3.01  -0.90  3.61  0.207
C  -0.77  1.91  6.00  -0.712
C  -1.55  1.70  -0.42  -0.956
C  0.51  5.13  -5.54  -0.609
C  4.63  -2.97  -3.50  -0.170
C  -0.51  4.17  0.26  -1.078
C  -0.44  4.23  -5.08  -0.990
C  5.46  1.31  -2.43  -0.564
C  5.16  3.37  -1.24  -0.646
C  -1.33  2.09  3.67  -0.375
C  1.03  0.54  -3.02  -1.410
C  1.16  3.30  -3.52  0.085
C  -3.32  -4.18  -1.97  -0.956
C  -0.01  -1.69  -4.24  -0.681
C  -3.37  -1.61  -0.94  -0.308
C  0.19  0.39  4.40  -0.367
C  -5.81  1.27  2.67  -0.608
C  -0.50  1.02  3.37  0.485
C  0.70  -0.55  -2.19  1.254
C  2.11  4.21  -3.99  -0.724
C  3.25  2.17  -2.08  0.127
C  0.05  0.83  5.71  -0.753
C  -0.82  -4.44  4.16  -0.941
C  -2.98  -5.00  3.27  -0.608
C  -2.78  -4.12  2.22  -0.313
C  -1.60  -3.40  2.13  0.440
C  -2.51  -2.55  -0.39  0.914
C  3.80  3.26  -1.40  -0.145
C  -1.34  4.05  -0.84  -0.514
C  -2.00  -5.17  4.24  -0.578
C  0.91  0.50  -4.41  0.288
C  -0.23  3.07  1.04  -0.571
C  -2.49  -3.84  -0.92  -1.088
C  -0.77  1.82  0.72  1.268
H  -4.83  -3.50  -3.34  0.346
H  -0.14  -2.52  -2.29  0.012
H  2.54  5.79  -5.36  0.403
H  4.82  -3.46  -4.44  0.444
H  -2.10  3.38  5.20  0.444
H  -3.28  -5.18  -2.38  0.419
H  6.12  0.55  -2.84  0.379
H  -0.09  5.14  0.51  0.424
H  -3.40  -0.60  -0.56  0.024
H  -1.90  0.72  -0.72  -0.139
H  -3.90  -5.56  3.34  0.397
H  5.12  -1.56  -0.38  0.177
H  -4.16  -0.54  5.40  0.525
H  0.30  -3.01  3.03  0.277
H  -5.12  1.18  1.83  0.056
H  3.11  4.19  -3.59  0.335
H  -0.05  -4.58  4.90  0.462
H  -2.16  -5.87  5.05  0.370
H  3.13  3.99  -0.96  0.334
H  -2.51  2.72  -2.04  0.407
H  -1.57  4.92  -1.45  0.342
H  0.60  0.34  6.50  0.455
H  -6.83  1.35  2.30  0.369
H  0.83  -0.44  4.17  0.393
H  -3.56  -4.00  1.47  0.355
H  -3.25  -1.96  3.62  0.356
H  -2.06  -0.77  4.13  0.118
H  -3.68  -0.86  1.58  0.859
H  -0.44  -2.57  -4.71  0.374
H  -5.56  2.13  3.29  0.248
H  7.07  2.47  -1.61  0.331
H  -0.85  2.62  -3.74  0.654
H  0.30  -0.65  -6.10  0.360
H  5.57  4.22  -0.70  0.411
H  3.67  0.37  -3.14  0.345
H  -1.43  4.23  -5.51  0.415
H  -2.99  0.68  2.15  -0.115
H  0.27  5.82  -6.34  0.358
H  -1.80  -4.57  -0.53  0.893
H  -0.87  2.26  7.02  0.381
H  -4.88  -1.22  -2.40  0.400
H  -3.82  0.93  4.46  0.130
H  -1.88  2.60  2.89  0.488
H  0.42  3.15  1.90  0.502
H  1.23  1.33  -5.02  0.589
H  2.47  -2.70  -3.37  0.157

***

Below is a structure of composition C37H41ClCuN13O3S2 at a distorted geometry, with properties calculated with the ωB97M-V functional and the def2-TZVPD basis.

Properties
Total charge: +1
Kohn-Sham gap (spin up / spin down): 6.7 / 5.8 eV
Expectation value of S²: 0.75
Multiplicity: 2
HOMO level (spin up / spin down): -9.956 / -9.957 eV

Each line ends with the Mulliken charge.
Positions of all 98 atoms, in Å:
Cu  10.92  14.22  14.90  -1.921
Cl  15.24  22.18  14.77  -0.214
S  9.88  11.24  13.78  1.264
S  10.67  14.63  21.57  -0.332
O  13.06  16.08  8.75  -0.693
O  8.87  11.87  12.98  -0.762
O  11.11  10.80  13.17  -0.778
N  8.63  14.87  14.76  0.485
N  11.06  14.64  12.89  1.153
N  11.08  15.78  15.97  0.277
N  11.31  17.52  17.25  0.037
N  11.89  13.01  16.34  -0.141
N  9.98  17.48  16.85  -0.683
N  11.26  10.77  16.44  -0.373
N  7.11  6.48  15.98  -0.488
N  10.24  12.35  14.99  0.539
N  12.18  14.70  10.90  -0.895
N  6.32  15.83  15.91  -0.573
N  11.22  15.69  10.93  0.843
N  8.84  13.70  19.80  -0.088
C  12.59  18.39  9.59  -1.190
C  7.48  16.35  16.30  -0.539
C  7.76  7.47  15.32  0.941
C  9.07  9.83  14.46  -0.052
C  12.96  11.61  17.88  -0.692
C  9.08  7.41  14.74  -0.741
C  14.53  20.42  11.17  -0.647
C  9.44  11.05  20.10  -0.235
C  8.44  11.49  19.18  -0.575
C  12.05  14.07  12.06  -0.927
C  14.06  19.14  11.49  0.180
C  9.83  13.42  20.72  0.005
C  10.51  15.55  12.08  -0.426
C  7.73  9.89  14.82  -0.518
C  10.92  16.24  6.76  -1.807
C  12.56  18.02  6.51  -1.756
C  14.01  18.80  12.87  -0.448
C  10.93  16.57  9.78  -1.424
C  11.97  16.52  16.62  -0.185
C  10.46  18.61  7.59  -1.806
C  14.21  19.73  13.89  -0.376
C  11.17  11.95  15.89  0.912
C  8.21  12.80  19.02  -0.101
C  9.89  16.40  16.11  0.192
C  12.18  10.58  17.41  -0.347
C  7.45  14.41  14.41  -0.422
C  6.28  14.84  15.03  -0.415
C  9.69  8.57  14.34  -0.216
C  14.78  21.35  12.22  -0.457
C  8.63  15.85  15.67  0.866
C  12.79  12.84  17.27  0.145
C  12.11  17.10  8.89  1.685
C  13.81  18.06  10.47  -0.449
C  10.10  11.94  20.92  -0.546
C  7.09  8.71  15.19  -0.640
C  11.50  17.50  7.48  1.463
C  14.65  21.04  13.57  0.022
H  13.52  17.52  6.58  0.346
H  9.88  16.10  7.15  0.409
H  7.44  17.33  16.79  0.470
H  12.94  19.17  8.85  0.481
H  13.84  17.72  13.12  0.264
H  9.65  16.18  12.31  0.525
H  9.69  6.49  14.74  0.260
H  10.79  16.50  5.74  0.537
H  13.68  11.38  18.71  0.353
H  7.91  10.80  18.53  0.423
H  14.56  20.79  10.20  0.499
H  6.16  6.67  16.35  0.204
H  10.85  11.63  21.67  0.379
H  8.71  14.68  19.71  0.232
H  7.54  13.17  18.22  0.363
H  11.81  18.86  10.22  0.249
H  14.66  17.94  9.81  0.299
H  10.76  8.56  14.01  0.363
H  5.30  14.35  14.90  0.430
H  7.34  13.63  13.65  0.511
H  10.35  17.41  10.10  0.413
H  10.24  15.99  9.11  0.312
H  9.75  10.02  20.10  0.462
H  11.75  18.28  17.79  0.230
H  7.63  5.68  16.23  0.207
H  10.18  18.90  6.59  0.530
H  5.99  8.78  15.38  0.212
H  12.79  19.08  6.64  0.384
H  7.15  10.83  14.74  0.376
H  9.51  18.37  8.12  0.278
H  12.65  13.25  12.39  0.598
H  13.45  13.70  17.42  0.405
H  14.17  19.47  14.91  0.435
H  15.12  22.39  12.01  0.314
H  13.67  17.18  11.05  0.369
H  13.04  16.35  16.62  0.536
H  11.55  15.39  6.90  0.349
H  10.85  19.51  8.04  0.341
H  12.22  9.57  17.85  0.445
H  12.10  17.94  5.54  0.510
H  13.23  15.63  9.67  0.563

***

Per-record calculated total energy, eV: -24546.797; -8463.362; -7799.115; -32282.093; -7803.701; -10002.450; -66764.238; -252301.834; -143373.298
Per-record energy above the lowest of the compared OMol25 structures with the same formula, charge and spin, eV: 5.080; 0.992; 8.988; 1.247; 4.402; 1.307; 0.000; 0.000; 1.357